1.
ORCA calculation (ωB97M-V/def2-TZVPD) on a molecular structure, C14H17N5O8Ru in a non-equilibrium geometry.

Structure (XYZ):
```
45
Properties=species:S:1:pos:R:3:forces:R:3:nbo_charge:R:1
O 3.205 -4.991 4.203 -0.61 0.52 0.27 -0.3299
C -2.698 3.193 -1.350 0.15 0.08 -0.44 -0.4244
H -1.719 1.553 -4.795 0.58 -0.02 -0.04 0.2415
O 0.695 2.443 3.087 0.13 -0.13 -0.19 -0.9616
O 4.090 -2.213 -0.087 2.07 -0.45 -1.51 0.0046
C 1.253 -1.155 1.668 0.55 -0.66 -0.37 0.5523
C -0.768 -0.552 3.169 0.00 0.17 0.15 0.7617
C -2.475 2.209 -0.238 0.93 -0.34 -1.31 -0.2413
H -2.488 2.771 0.676 0.03 -0.07 0.85 0.2214
H -1.933 0.018 -4.099 0.33 -0.37 0.30 0.2246
H -1.913 3.949 -1.286 -0.06 0.14 -0.14 0.2210
O -1.311 -0.540 4.235 0.71 -0.29 -0.95 -0.4647
C 0.211 0.572 -4.256 -1.11 0.09 -0.30 -0.4324
H 0.855 1.441 -4.334 -0.36 0.51 0.07 0.2341
C 0.753 -2.439 3.663 0.82 -0.42 -0.67 -0.0543
C -0.831 1.127 -1.708 0.79 -0.35 0.24 0.6599
C 0.426 -1.448 2.782 -1.05 1.38 0.36 -0.2867
N 2.189 -4.359 4.414 -0.43 0.08 -1.13 0.5337
C -2.626 2.454 -2.672 -1.02 0.79 -0.63 -0.2201
N -1.095 1.609 -0.460 -1.50 0.69 1.22 -0.5645
C 0.664 -0.262 -3.101 0.98 -0.09 -0.21 -0.2267
O 2.103 -1.839 -0.911 0.03 0.78 -2.28 -0.0661
C 2.565 -3.244 2.201 -0.36 -0.04 1.58 -0.1436
O 1.254 -0.021 1.070 0.40 -1.05 -0.37 -0.7497
H 1.746 -0.224 -3.138 0.38 0.24 0.69 0.2278
C 2.262 -2.226 1.313 -1.12 1.83 -0.59 -0.0429
H 1.630 2.389 3.386 -0.86 0.11 -0.18 0.5426
H -2.653 3.174 -3.524 0.38 -0.55 0.57 0.2457
Ru -0.272 1.580 1.256 0.68 -0.30 0.39 1.4809
H -3.660 3.688 -1.250 -0.08 0.02 -0.04 0.2627
H 3.330 -3.993 2.056 0.13 0.01 -0.19 0.2973
N -1.461 1.592 -2.766 -0.03 -0.57 -0.33 -0.3532
C -1.270 0.884 -4.050 -0.33 1.12 -0.46 -0.2208
N 2.878 -2.065 0.033 -2.33 -0.63 4.95 0.3698
H 0.250 -2.565 4.584 -0.72 -0.08 0.77 0.2935
H 0.325 0.056 -5.204 0.07 -0.33 0.02 0.2643
H 0.474 -1.299 -3.226 -0.73 -0.95 -0.10 0.2176
H -3.219 1.422 -0.255 -0.14 -0.22 0.32 0.2303
H -3.523 1.829 -2.810 0.18 0.09 0.13 0.2177
C 1.815 -3.294 3.380 1.40 -0.69 -0.47 0.0283
N 0.122 0.198 -1.824 -0.04 0.38 -0.43 -0.5541
H 0.176 2.990 3.705 0.42 -0.28 -0.11 0.5407
H 0.532 -0.163 -0.980 -0.03 0.12 0.24 0.4304
O -1.265 0.253 2.143 0.27 -0.28 0.25 -0.6514
O 1.380 -4.504 5.299 0.49 0.00 0.05 -0.3161
```
Positions in Å, forces in eV/Å.

Summary:
HOMO energy (alpha / beta)   -15.34 / -15.37 eV
Net charge   +2
Lowest unoccupied orbital energy (alpha / beta)   -9.2 / -11.6 eV
DFT total energy   -41179.731 eV
2S+1   5
<S²>   6.356
Orbital gap (alpha / beta)   6.12 / 3.72 eV



2.
ORCA calculation (ωB97M-V/def2-TZVPD) on a single CH5OPS molecule in a non-equilibrium geometry.

Structure (XYZ):
```
9
Properties=species:S:1:pos:R:3:forces:R:3:nbo_charge:R:1
H 2.372 -1.442 0.657 -1.31 1.14 -0.07 -0.0488
H -1.506 1.199 -0.138 -0.91 -1.79 1.58 0.2144
H -1.784 -0.164 1.194 -0.37 0.17 2.79 0.2168
H 1.828 1.078 -1.135 1.09 -1.04 0.90 0.5036
P 1.529 -0.173 0.637 -0.92 -1.64 -0.76 0.7880
C -1.786 0.116 0.215 5.13 3.17 -2.08 -0.6845
H -2.604 -0.153 -0.280 -3.55 -1.21 -1.90 0.2123
S -0.442 -0.893 -0.535 1.92 -0.06 0.64 -0.2038
O 2.394 0.432 -0.614 -1.08 1.24 -1.10 -0.9979
```
Positions in Å, forces in eV/Å.

Summary:
HOMO energy   -8.84 eV
SMILES   CSPO
Lowest unoccupied orbital energy   0.5 eV
DFT total energy   -23288.713 eV
Orbital gap   9.32 eV



3.
ORCA calculation (ωB97M-V/def2-TZVPD) on 3 unconnected molecules or ions with the total composition C2H10O2S in a non-equilibrium geometry.

Structure (XYZ):
```
15
Properties=species:S:1:pos:R:3:forces:R:3:nbo_charge:R:1
H 0.559 -3.424 1.189 0.29 -1.02 0.11 0.2782
O -0.115 3.606 0.170 -0.18 -0.39 -0.09 -0.9195
H -0.286 3.110 -0.639 0.07 0.23 -0.20 0.4667
C 0.642 -2.362 1.238 -1.00 1.13 -0.54 -0.7636
S -1.126 -1.893 1.403 0.74 0.07 0.10 0.8844
C -1.583 -1.034 -0.081 -1.14 0.36 0.61 -0.8343
H 1.222 -2.027 2.097 -0.24 -0.06 0.13 0.2916
H -2.537 -0.527 0.138 0.27 -0.17 0.23 0.2894
H -1.867 -1.761 -0.839 0.51 -0.18 -0.34 0.3007
O 1.312 1.712 -1.831 0.28 0.06 0.08 -0.9556
H 1.599 2.619 -1.986 -0.34 0.25 -0.09 0.4852
H -0.135 2.899 0.821 0.12 0.21 0.32 0.4533
H 2.161 1.313 -1.620 0.03 -0.38 0.03 0.4717
H -0.880 -0.267 -0.367 0.57 -0.13 -0.36 0.2875
H 1.034 -1.964 0.307 0.03 0.03 0.01 0.2642
```
Positions in Å, forces in eV/Å.

Summary:
HOMO energy (alpha / beta)   -14.00 / -14.00 eV
Net charge   +1
Lowest unoccupied orbital energy (alpha / beta)   -3.5 / -8.6 eV
DFT total energy   -17157.390 eV
2S+1   2
<S²>   0.753
Orbital gap (alpha / beta)   10.53 / 5.36 eV